A cluster of 10 separate species, C40H99BN9O17 in total at a distorted geometry. Source: the OMol25 dataset; level of theory: ωB97M-V/def2-TZVPD.

Last column: Mulliken charge in e.
CARTESIAN COORDINATES (ANGSTROEM)
1 O 1.358306 3.791279 0.245037  -0.727
2 C 1.086636 2.570949 0.108107  0.853
3 O 0.711446 1.974299 -0.955623  -0.795
4 B 0.456976 0.522739 -0.705213  1.125
5 O 0.852236 0.325429 0.742497  0.294
6 C 1.193906 1.482349 1.216627  -0.097
7 O 1.548786 1.688589 2.373317  -0.620
8 O 1.147136 -0.439181 -1.603523  -0.601
9 C 0.313386 -1.375781 -2.033623  0.313
10 O 0.578306 -2.426241 -2.605443  -0.849
11 C -1.111584 -0.876181 -1.690373  0.584
12 O -0.978064 0.126999 -0.867293  0.268
13 O -2.081304 -1.494531 -2.072533  -0.891
14 C 0.940236 -3.397681 -7.456533  -1.299
15 C 1.246366 -2.817581 -5.966163  0.331
16 C 0.659446 -1.391351 -6.075133  -0.245
17 O 1.302306 -0.668521 -7.089413  -0.412
18 C 2.780916 -0.631711 -7.290743  -0.568
19 N 0.473526 -3.556941 -5.005273  -0.737
20 H 0.999696 -4.469121 -7.647803  0.364
21 H 1.497136 -2.808741 -8.185303  0.315
22 H -0.104984 -3.209641 -7.702003  0.355
23 H 2.283536 -2.771991 -5.634063  0.338
24 H 0.657896 -0.967581 -5.070883  -0.151
25 H -0.388584 -1.407071 -6.374273  0.353
26 H 2.852596 -0.078651 -8.227263  0.219
27 H 3.262026 -1.605061 -7.386693  0.342
28 H 3.138006 -0.107221 -6.404463  0.160
29 H 0.967026 -4.434621 -4.926233  0.286
30 H 0.556636 -3.079091 -4.119363  0.459
31 C -0.590384 -4.702771 -0.125163  -0.952
32 C 0.815656 -5.241061 0.137357  1.214
33 C 1.009306 -6.657261 -0.310053  -1.322
34 O 0.212586 -7.568511 0.470457  -0.191
35 C 0.291986 -8.951861 0.132887  -0.866
36 N 1.775886 -4.469941 -0.659803  -0.755
37 H -0.825274 -3.807441 0.450437  -0.039
38 H -1.355324 -5.449071 0.089347  0.591
39 H -0.848494 -4.504581 -1.165453  0.522
40 H 1.170686 -5.272581 1.167437  -0.343
41 H 2.082116 -6.830681 -0.225703  0.433
42 H 0.710096 -6.814591 -1.346303  0.439
43 H 0.245496 -9.059291 -0.950803  0.321
44 H -0.349484 -9.592891 0.737617  0.256
45 H 1.244686 -9.439821 0.338727  0.327
46 H 1.502426 -4.476661 -1.632053  0.285
47 H 1.783726 -3.467741 -0.534763  0.030
48 C 4.944356 3.278179 0.619527  -0.645
49 C 6.185546 2.364389 0.643007  0.712
50 C 5.907586 1.031369 -0.047053  -0.469
51 O 4.923256 0.254159 0.713157  -0.276
52 C 4.244426 -0.766861 -0.034343  -0.264
53 N 7.399276 3.017429 0.173057  -0.767
54 H 4.182616 2.863529 1.279777  -0.008
55 H 4.381256 3.233559 -0.312693  -0.232
56 H 5.137626 4.292429 0.968877  0.466
57 H 6.413766 2.189639 1.694417  0.199
58 H 6.863636 0.519989 -0.159123  0.290
59 H 5.482866 1.364149 -0.994133  0.068
60 H 3.839466 -0.402791 -0.978563  0.111
61 H 3.385046 -1.125621 0.532097  -0.144
62 H 4.924006 -1.585661 -0.270643  0.475
63 H 8.275176 2.580869 0.422667  0.239
64 H 7.392386 3.963589 0.526387  0.235
65 C -5.330794 1.098599 -4.458883  -1.454
66 C -5.188224 0.878299 -2.931293  0.620
67 C -4.169874 1.819069 -2.364223  -0.851
68 O -4.246254 1.708339 -0.966173  -0.282
69 C -3.331954 2.593649 -0.314033  -0.796
70 N -6.556824 1.144289 -2.286853  -0.653
71 H -5.571094 2.145639 -4.643413  0.350
72 H -6.110514 0.510659 -4.943093  0.439
73 H -4.520314 0.635989 -5.022103  0.335
74 H -4.917314 -0.099521 -2.533083  0.013
75 H -4.372294 2.869499 -2.573343  0.537
76 H -3.193874 1.602889 -2.798713  0.281
77 H -3.441584 3.602919 -0.710843  0.285
78 H -2.336834 2.235279 -0.577473  0.208
79 H -3.409764 2.508569 0.769847  0.386
80 H -6.839834 2.093709 -2.483343  0.247
81 H -7.101044 0.467449 -2.802413  0.281
82 C 1.148436 -2.084491 2.776367  -0.310
83 C 0.820706 -2.774711 4.177597  0.579
84 C 0.447546 -4.222101 4.097127  -0.705
85 O -0.866194 -4.239621 3.495117  -0.166
86 C -1.233744 -5.587581 3.231767  -0.834
87 N 2.039056 -2.510861 5.024967  -0.785
88 H 0.171466 -2.174541 2.301467  -0.297
89 H 2.059286 -2.584561 2.447167  0.305
90 H 1.320766 -1.037891 3.027447  -0.121
91 H -0.057364 -2.288511 4.602667  0.286
92 H 0.338266 -4.723851 5.058577  0.494
93 H 1.179836 -4.710521 3.454247  0.264
94 H -1.269044 -6.145221 4.167657  0.423
95 H -0.488664 -6.003291 2.553427  0.268
96 H -2.260614 -5.693561 2.881887  0.206
97 H 1.933946 -2.738991 6.003237  0.325
98 H 2.046756 -1.509511 4.893277  0.016
99 C -3.487974 -2.870871 1.651067  -0.711
100 C -4.219294 -2.638561 0.312727  1.132
101 C -5.710274 -3.132901 0.351207  -1.078
102 O -6.434284 -2.104061 1.080007  -0.235
103 C -7.429364 -2.541561 1.957037  -0.861
104 N -4.068414 -1.260061 -0.155383  -0.375
105 H -2.538704 -2.336631 1.611227  -0.211
106 H -3.188904 -3.899901 1.850417  0.194
107 H -4.019984 -2.595121 2.561577  0.382
108 H -3.680774 -3.249011 -0.412153  0.101
109 H -5.711254 -4.109961 0.834377  0.375
110 H -6.159044 -3.348331 -0.618473  0.417
111 H -8.240904 -3.068161 1.454817  0.313
112 H -7.934434 -1.669011 2.371347  0.218
113 H -7.040054 -3.193111 2.739347  0.334
114 H -3.531114 -1.362431 -1.004453  0.075
115 H -3.374454 -0.784131 0.403197  0.024
116 C 2.276336 -0.620331 9.834137  -1.337
117 C 1.528056 -0.654121 8.627157  0.596
118 C 2.123986 0.036259 7.358217  -0.735
119 O 1.232606 0.440769 6.267017  -0.324
120 C 1.908116 1.305029 5.365367  -0.580
121 N 0.925946 -1.962101 8.352337  -0.580
122 H 2.158886 0.315629 10.380287  0.307
123 H 3.313466 -0.812431 9.559277  0.324
124 H 2.006766 -1.324671 10.621127  0.441
125 H 0.677046 0.025509 8.671587  0.086
126 H 2.876596 -0.706671 7.094147  0.337
127 H 2.672646 0.908169 7.714367  0.412
128 H 1.164316 1.778139 4.724257  0.193
129 H 2.488886 0.549329 4.836467  0.255
130 H 2.416626 2.064639 5.959087  0.320
131 H 0.691996 -2.416051 9.223717  0.175
132 H 0.318196 -1.991391 7.546187  0.171
133 C 1.250506 5.439379 -2.692873  -0.702
134 C 2.749506 5.206429 -3.062173  1.569
135 C 3.104056 4.457869 -4.340993  -1.039
136 O 2.697586 3.037479 -4.408113  -0.299
137 C 3.227516 2.208589 -3.302173  -0.400
138 N 3.353566 6.569559 -3.049193  -0.889
139 H 1.110786 6.111329 -1.846073  0.544
140 H 0.856326 4.465919 -2.401163  -0.089
141 H 0.784086 5.807829 -3.606543  0.178
142 H 3.296106 4.754949 -2.234223  -0.441
143 H 4.185696 4.458739 -4.475743  0.324
144 H 2.632056 4.877049 -5.229593  0.239
145 H 4.316306 2.259719 -3.298183  0.540
146 H 2.981976 1.150129 -3.388613  0.149
147 H 2.882956 2.475269 -2.303043  -0.156
148 H 4.337466 6.437119 -2.863443  0.281
149 H 3.085696 7.104639 -2.235533  0.306
150 C -1.242304 6.994809 1.491867  -1.647
151 C -1.925164 6.364769 0.310007  1.017
152 C -3.385114 6.952089 0.146127  -1.045
153 O -4.121724 6.291339 -0.860383  -0.158
154 C -5.376554 6.912299 -1.163433  -0.874
155 N -1.097354 6.332749 -0.916853  -0.633
156 H -1.477634 6.716179 2.519047  0.411
157 H -1.261894 8.074019 1.340157  0.381
158 H -0.213844 6.680799 1.670147  0.384
159 H -1.974974 5.288489 0.475087  -0.129
160 H -3.428814 8.025569 -0.037843  0.489
161 H -3.821094 6.810999 1.135117  0.355
162 H -5.924734 6.697579 -0.246113  0.365
163 H -5.970084 6.622269 -2.030453  0.275
164 H -5.349154 7.996869 -1.268613  0.307
165 H -0.282744 5.743569 -0.819993  0.137
166 H -1.660184 5.882459 -1.624353  0.295

Cartesian forces, eV/Å:
-0.974 -3.871 -0.539
1.538 3.869 2.344
-0.839 -1.536 -2.064
-0.389 -0.740 0.504
-0.438 -0.264 -1.893
1.067 1.453 3.073
-0.578 -0.184 -2.075
0.575 -0.048 0.150
0.036 -0.562 -0.860
0.007 2.416 1.926
0.202 -2.134 -0.412
-0.429 0.907 0.009
0.774 1.228 0.154
0.410 0.571 1.045
-2.162 0.038 -2.542
0.993 -1.076 0.261
1.211 0.676 -1.067
-2.492 0.144 1.122
-0.007 -0.490 -0.419
0.767 -0.105 0.410
0.197 -0.391 -0.079
-0.151 0.347 0.441
0.412 0.061 -0.684
0.482 0.719 0.168
0.004 -0.325 -0.012
0.329 0.103 0.318
-0.233 -0.122 0.033
0.646 0.177 -0.327
-0.270 -0.417 0.400
-0.215 -0.393 -0.059
-0.993 -0.642 0.662
-0.277 0.962 -1.230
-0.379 -1.488 -0.192
0.143 -0.287 0.647
1.233 0.485 -0.348
0.981 0.015 -0.350
0.105 0.022 0.068
-0.053 -0.140 0.679
0.861 0.245 -0.311
-0.480 0.628 0.259
0.107 -0.489 0.074
0.068 0.226 -0.413
-0.872 -0.261 -0.152
-0.844 0.663 -0.373
0.817 0.563 0.340
-0.178 -0.534 -0.291
-0.200 0.102 0.978
-0.207 -0.844 0.167
-0.201 0.009 1.858
-0.965 0.299 0.675
0.659 0.676 -0.840
0.457 0.493 -0.074
-0.251 0.685 -1.529
0.229 -0.078 0.458
0.515 0.510 -0.529
0.064 0.052 -0.289
-0.658 -0.606 0.437
-0.126 -0.465 -0.222
0.040 -0.675 -0.530
0.054 0.317 -0.153
0.261 0.063 0.307
0.031 -0.209 0.095
-0.245 -0.239 0.228
0.218 0.031 -0.079
0.202 -1.493 0.292
-2.045 1.048 0.218
-0.372 0.482 0.752
0.617 0.230 0.788
0.268 -1.065 -0.969
1.882 -0.897 -0.408
0.528 0.001 -0.267
-0.768 -0.012 0.651
0.844 0.951 0.005
0.012 -0.290 -0.675
-0.259 0.343 -0.649
0.461 -0.208 0.199
-0.159 0.317 0.350
0.424 0.240 0.063
-0.473 0.159 -0.139
-0.259 0.053 -0.303
-0.871 0.374 0.125
-1.217 -1.037 3.045
1.196 0.986 0.382
-0.905 0.408 -0.931
0.233 -0.490 -0.065
0.141 0.250 0.487
-0.897 -0.371 -1.437
0.604 -0.060 -1.112
-0.348 0.115 -0.796
0.153 0.046 -0.420
-0.167 0.341 0.032
0.477 0.012 0.271
0.038 -0.546 0.007
0.448 -0.278 0.285
-0.362 -0.475 -0.121
0.174 0.544 -0.557
-0.303 0.123 0.172
0.722 0.231 0.830
0.056 -0.229 0.095
-0.178 -0.566 0.294
0.802 1.259 0.916
0.432 -0.880 -0.536
-0.410 -0.057 -0.363
-0.156 -0.437 -0.091
-0.001 0.186 0.169
-0.195 -0.274 -0.435
-0.250 0.518 -0.200
-0.141 -0.552 -0.133
-0.148 -0.039 0.653
0.005 0.623 -0.326
-0.063 -0.423 -0.326
0.405 0.144 0.255
0.086 -0.006 0.260
-0.481 0.386 -0.341
-0.284 0.292 0.579
2.285 0.310 2.201
-5.318 1.404 -3.965
0.834 -0.781 0.239
-0.267 -1.046 3.036
-0.585 -1.056 0.367
1.940 -0.150 -0.138
0.441 0.346 -0.409
0.435 0.096 0.582
-0.253 -0.544 -0.448
-0.583 0.376 1.003
0.363 0.056 -1.179
-0.040 0.279 0.020
0.188 -0.234 -0.009
0.962 1.216 -0.766
0.586 0.032 -0.425
-0.650 -0.146 -0.616
-0.316 -0.101 0.567
1.317 -1.491 -0.885
-0.265 1.487 1.890
-0.552 -1.510 -0.089
0.361 -0.003 1.899
0.101 0.825 -0.726
0.787 0.076 -1.026
0.448 0.114 -0.448
-0.418 0.047 -0.180
-0.404 0.131 0.246
-0.576 -0.997 0.147
0.230 0.296 0.022
0.007 0.209 0.119
0.246 0.180 -0.047
-0.413 0.165 -0.742
-0.252 0.506 -0.144
0.466 0.090 -0.408
-0.695 -0.188 0.088
1.129 0.596 0.456
-0.462 -1.713 -0.506
1.076 -0.499 0.063
0.169 -0.090 -1.582
-0.048 0.255 1.874
-0.572 1.610 -0.195
-1.673 0.120 -0.147
0.187 0.153 0.437
0.568 0.077 -1.305
-1.091 -0.158 0.935
0.541 0.269 -0.150
-0.418 -0.179 0.196
-0.927 0.260 -0.167
0.827 -1.048 -0.096
0.652 0.291 0.164
-0.140 -0.112 0.605
-0.112 0.050 -0.284

The multiplicity is 1. The net charge is -1. The orbital gap is 8.7 eV. The value obtained for the molar mass is 989.1 g/mol.